ORCA calculation (ωB97M-V/def2-TZVPD) on 3 unconnected molecules or ions with the total composition C4H7NO in a non-equilibrium geometry.

Computed properties:
SMILES string   C=CC#N.[H][H].C=O
Gap between HOMO and LUMO   10.4 eV

Each line ends with the Mulliken charge.
Element x y z (Å)
C  -0.260468  -0.883189  -0.908274  -0.8604
C  -1.259038  -0.481694  -0.122779  -0.3724
C  -1.843021  0.823254  -0.276877  0.4253
N  -2.288120  1.882341  -0.422003  -0.3889
H  0.219347  -1.844226  -0.758913  0.2847
H  0.067920  -0.269538  -1.740046  0.4551
H  -1.670707  -1.117163  0.653729  0.4479
H  0.224320  0.168084  1.928664  -0.0581
H  -0.496770  0.010231  1.846313  0.0968
C  1.806463  0.402960  -0.032972  -0.1592
O  1.930166  0.269050  1.158685  -0.4611
H  2.237054  -0.332646  -0.736821  0.2997
H  1.294766  1.271946  -0.489489  0.2904

Atoms 1-6, force components in eV/Å:
-0.5 -0.2 -0.2
-0.1 -0.2 -0.4
-0.4 0.8 -0.3
0.4 -1.0 0.2
-0.2 0.0 -0.1
0.0 -0.1 0.1